P.
Here is 2 unconnected molecules or ions with the total composition C2H2NO3S from the OMol25 dataset. Energies are from ωB97M-V/def2-TZVPD.

molecular weight = 120.11 g/mol
LUMO (spin up / spin down) = 3.102 / 3.102 eV
highest occupied orbital energy (spin up / spin down) = -3.440 / -3.441 eV
net charge = -1
HOMO-LUMO gap (spin up / spin down) = 6.542 / 6.543 eV

CARTESIAN COORDINATES (ANGSTROEM)
C: -0.979 -1.308 -0.683
C: 0.176 0.411 0.782
N: 0.897 1.120 -0.081
O: -1.692 -0.735 -1.425
O: 1.955 0.615 -0.599
O: 0.447 2.216 -0.461
S: -0.516 -2.584 0.133
H: 0.471 -0.596 1.280
H: -0.761 0.861 1.055

Taken from the natural (NBO) analysis, the atomic charges in e are: 0.47 -0.48 0.42 -0.50 -0.59 -0.55 -0.14 0.20 0.18



Q.
Here is a molecular structure, C2H2NO3S from the OMol25 dataset. Energies are from ωB97M-V/def2-TZVPD.

molecular weight = 120.11 g/mol
LUMO = 3.899 eV
highest occupied orbital energy = -3.847 eV
net charge = -1
HOMO-LUMO gap = 7.746 eV

CARTESIAN COORDINATES (ANGSTROEM)
C: -0.270 -0.176 -0.129
C: -0.384 0.131 1.774
N: 0.994 -0.234 -0.610
O: 0.747 0.089 2.150
O: -1.515 0.145 2.098
O: -0.682 0.084 -2.618
S: -1.444 -0.105 -1.265
H: 1.628 -0.013 0.178
H: 0.926 0.078 -1.578

Taken from the natural (NBO) analysis, the atomic charges in e are: -0.24 0.91 -0.85 -0.71 -0.66 -1.06 0.77 0.42 0.42



Which one sits at the top of the stability order? Q does.



P.
Here is 2 unconnected molecules or ions with the total composition NO4S2 from the OMol25 dataset. Energies are from ωB97M-V/def2-TZVPD.

molecular weight = 142.14 g/mol
LUMO (spin up / spin down) = 1.680 / 1.680 eV
highest occupied orbital energy (spin up / spin down) = -4.430 / -4.429 eV
net charge = -1
HOMO-LUMO gap (spin up / spin down) = 6.110 / 6.109 eV

CARTESIAN COORDINATES (ANGSTROEM)
N: -1.320 0.407 0.132
O: -1.989 0.530 -0.880
O: 3.063 -1.326 1.030
O: -1.669 0.361 1.313
O: -0.058 0.353 -0.023
S: 2.967 1.158 -0.490
S: 2.535 -0.689 -0.210

Taken from the natural (NBO) analysis, the atomic charges in e are: 0.72 -0.51 -0.85 -0.53 -0.64 -0.28 1.09



Q.
Here is 2 unconnected molecules or ions with the total composition NO4S2 from the OMol25 dataset. Energies are from ωB97M-V/def2-TZVPD.

molecular weight = 142.14 g/mol
LUMO (spin up / spin down) = 2.430 / 1.254 eV
highest occupied orbital energy (spin up / spin down) = -4.993 / -3.901 eV
net charge = -1
HOMO-LUMO gap (spin up / spin down) = 7.423 / 5.155 eV

CARTESIAN COORDINATES (ANGSTROEM)
N: -0.332 0.600 1.663
O: 0.300 -1.946 -0.976
O: -1.110 1.504 1.936
O: 0.440 0.053 2.429
O: -1.115 -0.055 -1.950
S: 1.734 0.379 -1.887
S: 0.082 -0.536 -1.215

Taken from the natural (NBO) analysis, the atomic charges in e are: 0.42 -0.90 -0.38 -0.37 -0.90 -0.56 1.69



Which one sits at the top of the stability order? Q does.



P.
Here is 2 unconnected molecules or ions with the total composition C3H9N2S from the OMol25 dataset. Energies are from ωB97M-V/def2-TZVPD.

molecular weight = 105.19 g/mol
LUMO = -3.717 eV
highest occupied orbital energy = -12.701 eV
net charge = +1
HOMO-LUMO gap = 8.984 eV

CARTESIAN COORDINATES (ANGSTROEM)
C: -1.342 1.437 -0.237
C: 2.844 -1.869 0.859
C: 1.799 -1.147 0.538
N: -1.391 0.694 -1.318
N: -2.281 2.219 0.208
S: 0.074 -1.420 0.117
H: 3.039 -2.917 0.848
H: 3.806 -1.284 0.923
H: -0.447 1.330 0.399
H: 1.956 -0.007 0.285
H: -0.753 -0.021 -1.328
H: -2.153 0.884 -1.960
H: -2.118 2.450 1.174
H: -3.197 2.287 -0.126
H: 0.163 -2.637 -0.382

Taken from the natural (NBO) analysis, the atomic charges in e are: 0.41 -0.37 -0.35 -0.71 -0.70 -0.06 0.23 0.23 0.23 0.21 0.43 0.42 0.43 0.43 0.17



Q.
Here is a gas-phase ion, C3H9N2S (charge +1) from the OMol25 dataset. Energies are from ωB97M-V/def2-TZVPD.

molecular weight = 105.19 g/mol
LUMO = -4.695 eV
highest occupied orbital energy = -13.768 eV
net charge = +1
SMILES = CC(=[NH2+])[C@H](N)S
HOMO-LUMO gap = 9.072 eV

CARTESIAN COORDINATES (ANGSTROEM)
C: 0.471 -0.033 1.425
C: -0.327 -0.562 0.302
N: -1.335 -1.315 0.561
C: 0.045 -0.087 -1.091
N: 1.368 0.242 -1.292
S: -1.232 1.505 -0.990
H: 0.005 0.121 2.386
H: 0.902 0.847 1.157
H: 1.257 -0.717 1.727
H: -1.632 -1.378 1.462
H: -2.044 -1.757 -0.120
H: -0.272 -0.663 -2.101
H: 1.519 0.492 -2.296
H: 1.617 1.027 -0.784
H: -0.342 2.280 -0.345

Taken from the natural (NBO) analysis, the atomic charges in e are: -0.71 0.46 -0.63 -0.13 -0.79 -0.05 0.27 0.24 0.29 0.41 0.45 0.29 0.40 0.37 0.13



Which one sits at the top of the stability order? Q does.



P.
Here is 2 unconnected molecules or ions with the total composition C6H12N3 from the OMol25 dataset. Energies are from ωB97M-V/def2-TZVPD.

molecular weight = 126.18 g/mol
LUMO (spin up / spin down) = -5.347 / -5.347 eV
highest occupied orbital energy (spin up / spin down) = -13.551 / -13.551 eV
net charge = +1
HOMO-LUMO gap (spin up / spin down) = 8.204 / 8.204 eV

CARTESIAN COORDINATES (ANGSTROEM)
C: 1.529 0.889 1.147
C: 0.777 -0.444 -1.118
C: 2.519 0.654 0.086
C: 0.129 -0.791 0.169
C: -0.101 -2.185 0.596
C: -1.952 1.594 -0.251
N: 1.893 0.119 -1.085
N: 0.508 0.099 1.127
N: -2.116 0.070 -0.320
H: 1.472 1.621 1.817
H: 0.272 -0.787 -2.115
H: 3.073 1.670 -0.306
H: 3.468 -0.037 0.154
H: -0.972 -2.650 0.076
H: -0.202 -2.245 1.630
H: 0.468 -2.873 0.001
H: -1.392 1.995 -1.022
H: -2.959 2.218 -0.413
H: -1.384 1.720 0.705
H: -2.298 -0.314 -1.239
H: -2.733 -0.324 0.361

Taken from the natural (NBO) analysis, the atomic charges in e are: 0.22 0.03 -0.39 0.44 -0.72 -0.43 -0.29 -0.41 -0.77 0.22 0.22 0.30 0.32 0.28 0.27 0.29 0.21 0.23 0.21 0.38 0.39



Q.
Here is 2 unconnected molecules or ions with the total composition C6H12N3 from the OMol25 dataset. Energies are from ωB97M-V/def2-TZVPD.

molecular weight = 126.18 g/mol
LUMO = -3.872 eV
highest occupied orbital energy = -12.651 eV
net charge = +1
HOMO-LUMO gap = 8.779 eV

CARTESIAN COORDINATES (ANGSTROEM)
C: 2.668 -0.786 -0.802
C: 4.179 0.394 0.292
C: 2.019 0.099 0.033
C: -0.786 -1.476 -0.011
C: -2.347 0.413 -0.571
C: -0.047 0.774 0.431
N: 4.009 -0.601 -0.538
N: 2.914 0.820 0.700
N: -0.968 -0.071 -0.407
H: 2.216 -1.503 -1.423
H: 5.026 0.801 0.645
H: -1.145 -2.080 -0.768
H: 0.308 -1.752 0.359
H: -1.353 -1.646 0.916
H: -3.101 -0.412 -0.572
H: -2.571 1.143 0.239
H: -2.500 0.932 -1.551
H: -0.332 0.507 1.433
H: -0.230 1.751 0.264
H: 2.592 1.598 1.270
H: -0.528 -0.025 -1.301

Taken from the natural (NBO) analysis, the atomic charges in e are: -0.18 0.19 0.21 -0.43 -0.45 -0.19 -0.39 -0.58 -0.38 0.22 0.21 0.23 0.28 0.23 0.26 0.24 0.25 0.21 0.20 0.43 0.43



Which one sits at the top of the stability order? P does.



P.
Here is 3 unconnected molecules or ions with the total composition C2H10N2O2 from the OMol25 dataset. Energies are from ωB97M-V/def2-TZVPD.

molecular weight = 94.11 g/mol
LUMO = 0.573 eV
highest occupied orbital energy = -8.752 eV
SMILES = [H]/N=C/NC.O.O
HOMO-LUMO gap = 9.325 eV

CARTESIAN COORDINATES (ANGSTROEM)
H: -2.319 -0.651 1.020
N: -1.544 -0.634 0.316
C: -0.414 0.027 0.529
N: 0.712 0.013 -0.208
C: 1.468 1.266 -0.318
H: -0.375 0.752 1.291
H: 0.908 -0.781 -0.853
H: 1.711 1.603 0.678
H: 2.297 0.997 -0.856
H: 0.915 2.146 -0.838
O: -1.534 -2.225 2.799
H: -1.964 -1.783 2.173
H: -0.603 -2.240 2.547
O: 0.510 0.475 -2.447
H: -0.488 0.336 -2.434
H: 0.721 0.699 -3.399

Taken from the natural (NBO) analysis, the atomic charges in e are: 0.34 -0.80 0.30 -0.60 -0.39 0.14 0.42 0.19 0.20 0.19 -0.92 0.45 0.47 -0.97 0.50 0.48



Q.
Here is 3 unconnected molecules or ions with the total composition C2H10N2O2 from the OMol25 dataset. Energies are from ωB97M-V/def2-TZVPD.

molecular weight = 94.11 g/mol
LUMO = -4.609 eV
highest occupied orbital energy = -8.841 eV
HOMO-LUMO gap = 4.232 eV

CARTESIAN COORDINATES (ANGSTROEM)
C: -0.703 -0.073 1.337
N: -0.411 1.036 -1.166
C: 0.709 0.343 -0.605
N: 0.243 -0.776 0.352
H: -1.779 -0.305 1.091
H: -0.647 -0.593 2.335
H: -0.480 1.061 1.475
H: -2.751 -0.357 -2.007
H: 1.318 -0.203 -1.316
H: 1.471 0.964 -0.070
H: -0.231 1.438 -2.133
H: 1.175 -0.994 0.663
O: -2.551 -0.218 -1.056
H: -1.393 0.573 -1.188
H: 3.223 -1.339 1.334
O: 2.806 -0.558 0.953

Taken from the natural (NBO) analysis, the atomic charges in e are: -0.49 -0.61 -0.15 -0.33 0.27 0.22 0.23 0.44 0.26 0.35 0.38 0.42 -0.89 0.42 0.44 -0.96



Which one sits at the top of the stability order? P does.



P.
Here is 2 unconnected molecules or ions with the total composition C2H10N2O2 from the OMol25 dataset. Energies are from ωB97M-V/def2-TZVPD.

molecular weight = 94.11 g/mol
LUMO = 0.973 eV
highest occupied orbital energy = -9.400 eV
SMILES = NCON.CO
HOMO-LUMO gap = 10.373 eV

CARTESIAN COORDINATES (ANGSTROEM)
N: -1.891 -0.540 -1.016
C: -0.771 -1.365 -0.990
O: 0.422 -0.313 -1.046
N: 1.755 -0.750 -1.070
H: -1.728 0.216 -1.687
H: -2.062 -0.109 -0.112
H: -0.709 -1.960 -0.072
H: -0.667 -1.947 -1.914
H: 1.926 -1.317 -0.233
H: 1.891 -1.331 -1.897
C: 0.401 1.818 1.916
O: -0.393 0.788 1.377
H: 0.472 2.671 1.234
H: -0.074 2.145 2.838
H: 1.413 1.472 2.143
H: 0.015 0.521 0.528

Taken from the natural (NBO) analysis, the atomic charges in e are: -0.82 0.08 -0.49 -0.51 0.38 0.39 0.18 0.17 0.33 0.33 -0.24 -0.77 0.16 0.18 0.16 0.49



Q.
Here is 3 unconnected molecules or ions with the total composition C2H10N2O2 from the OMol25 dataset. Energies are from ωB97M-V/def2-TZVPD.

molecular weight = 94.11 g/mol
LUMO = 0.719 eV
highest occupied orbital energy = -9.776 eV
SMILES = C/N=C\N.O.O
HOMO-LUMO gap = 10.495 eV

CARTESIAN COORDINATES (ANGSTROEM)
C: 1.432 -1.400 1.099
N: 1.032 -0.079 0.675
C: 0.046 0.457 1.316
N: -0.724 -0.233 2.274
H: 1.589 -1.629 2.160
H: 0.774 -2.146 0.623
H: 2.386 -1.695 0.641
H: -0.335 1.333 0.787
H: -1.553 0.290 2.511
H: -0.065 -0.458 3.015
O: 0.699 0.340 -2.229
H: 1.396 0.001 -2.780
H: 0.756 -0.120 -1.391
O: -2.301 0.915 -2.250
H: -1.664 0.234 -2.067
H: -1.751 1.567 -2.706

Taken from the natural (NBO) analysis, the atomic charges in e are: -0.47 -0.50 0.26 -0.84 0.18 0.21 0.20 0.19 0.39 0.39 -0.97 0.47 0.49 -0.95 0.48 0.47



R.
Here is 2 unconnected molecules or ions with the total composition C2H10N2O2 from the OMol25 dataset. Energies are from ωB97M-V/def2-TZVPD.

molecular weight = 94.11 g/mol
LUMO = 0.735 eV
highest occupied orbital energy = -9.376 eV
SMILES = NCO.NCO
HOMO-LUMO gap = 10.111 eV

CARTESIAN COORDINATES (ANGSTROEM)
N: 2.785 1.692 1.419
C: 1.994 0.576 0.961
O: 0.943 0.970 0.117
H: 3.218 2.119 0.622
H: 2.142 2.392 1.774
H: 2.658 -0.120 0.442
H: 1.598 0.061 1.842
H: 0.107 0.501 0.278
N: -1.565 -0.383 -0.023
C: -1.660 -1.019 -1.307
O: -2.946 -1.613 -1.478
H: -2.289 0.309 0.089
H: -1.655 -1.054 0.728
H: -1.544 -0.258 -2.073
H: -0.892 -1.790 -1.331
H: -2.895 -2.383 -2.060

Taken from the natural (NBO) analysis, the atomic charges in e are: -0.83 0.09 -0.78 0.35 0.35 0.14 0.14 0.50 -0.85 0.09 -0.75 0.37 0.37 0.17 0.16 0.47



Which one sits at the top of the stability order? R does.